No. 1
Formula: C4H12NO
Source: the Open Molecules 2025 dataset
Level of theory: the ωB97M-V functional and the def2-TZVPD basis

* HOMO energy: -14.84 eV
* energy relative to the best compared isomer or geometry (same formula, charge and spin): 39.70 kcal/mol
* net charge: +1
* Kohn-Sham gap: 10.427 eV

The geometry in XYZ format:
```
18
Properties=species:S:1:pos:R:3:lowdin_charge:R:1
C -1.1110 1.2575 -0.1800 -0.006
C -1.6085 -1.1933 -0.4727 -0.003
C 2.1857 -0.2376 0.3448 -0.119
C -1.0275 -0.1164 0.3037 -0.334
N -0.6801 -0.4373 1.5698 0.260
O 1.2819 0.0253 -0.6914 -0.133
H -0.3797 1.8669 0.4284 0.120
H -0.6489 1.3773 -1.1837 0.118
H -2.1527 1.6089 -0.1490 0.127
H -2.6719 -0.9574 -0.8738 0.156
H -1.0235 -1.3687 -1.3797 0.113
H -1.6813 -2.1006 0.1249 0.096
H 1.7219 0.3580 1.1629 0.073
H 3.2938 -0.0071 0.0384 0.146
H 1.9840 -1.2487 0.6282 0.073
H 1.6152 -0.4421 -1.4125 0.072
H -0.7423 -1.3692 1.8570 0.124
H -0.1337 0.2767 1.9826 0.116
```



No. 2
Formula: C4H5IN2
Source: the Open Molecules 2025 dataset
Level of theory: the ωB97M-V functional and the def2-TZVPD basis

* HOMO energy (alpha / beta): -7.72 / -8.23 eV
* energy relative to the best compared isomer or geometry (same formula, charge and spin): 173.64 kcal/mol
* net charge: 0
* Kohn-Sham gap (alpha / beta): 7.493 / 8.018 eV

The geometry in XYZ format:
```
12
Properties=species:S:1:pos:R:3:lowdin_charge:R:1
C 0.7598 2.5100 0.6672 0.134
C 0.4740 1.3351 0.6134 -0.096
C 0.4038 -0.0420 0.6972 -0.429
C -0.9170 -0.3314 -1.7165 -0.580
N -0.4021 -1.0231 1.2820 0.030
N 1.0977 -1.1966 1.0262 0.049
I -0.3985 -2.3083 -1.8808 0.850
H 0.6712 3.5420 0.5886 0.013
H -0.4057 0.3131 -2.3008 -0.089
H -1.9705 -0.0035 -1.4527 0.020
H -0.3770 -0.9242 2.3070 0.103
H 1.0641 -1.8711 0.1691 -0.006
```



Look up the energy relative to the best compared isomer or geometry (same formula, charge and spin) of the first one. 39.70 kcal/mol



Look up the net charge of the first one. +1